(1)
Computed, not measured: an isolated molecule of C6H10O2, with ωB97M-V/def2-TZVPD.

```
18
Properties=species:S:1:pos:R:3:mulliken_charge:R:1
O 1.5304 0.3637 2.2357 -0.671
C 0.5878 -0.6501 1.1584 -0.777
C -0.2428 0.3326 0.3853 0.976
O -0.3186 1.5501 0.9813 -0.767
C 0.9630 -0.0640 -0.8605 -0.871
C 0.0847 0.1346 -2.0686 -0.435
C -1.2200 0.0120 -1.8021 -0.297
C -1.5432 -0.0101 -0.3308 -0.914
H 1.5237 -0.0458 3.1034 0.313
H 0.6194 -1.6784 0.7640 0.388
H 0.0840 -1.0399 2.0595 0.473
H 0.4096 1.5333 1.9368 0.477
H 1.8040 0.6455 -0.8608 0.333
H 1.4690 -1.0374 -0.9771 0.333
H 0.4944 0.1781 -3.0793 0.401
H -2.0045 0.0498 -2.5598 0.373
H -1.9154 -0.9954 -0.0094 0.297
H -2.3255 0.7214 -0.0760 0.368
```

Results
net charge: 0
E: -384.8895 Eh
multiplicity: 1
max |F|: 8.0 eV/Å
energy relative to the best compared isomer or geometry (same formula, charge and spin): 133.6 kcal/mol
HOMO level: -8.5 eV
SMILES string: OCC1(O)CC=CC1

(2)
Computed, not measured: a structure of composition C37H45BBr2N7OS3Ti, with ωB97M-V/def2-TZVPD.

```
97
Properties=species:S:1:pos:R:3:mulliken_charge:R:1
Ti 2.0851 1.0364 1.1378 -0.013
C -0.9306 4.4636 -0.4423 -1.854
C -1.2242 3.0007 -0.5321 -0.120
C -2.4747 2.5101 -0.7093 -0.696
C -2.6688 1.1246 -0.9152 -0.287
N -1.7099 0.2707 -0.6510 -0.022
N -0.4839 0.7455 -0.3328 0.673
B 0.7591 -0.2247 -0.0806 0.029
N 1.0582 -0.8937 -1.4299 -0.169
N 0.2441 -0.5600 -2.4589 -0.037
C 0.4746 -1.0626 -3.6307 0.246
C 1.4916 -2.0434 -3.8210 -0.866
C 2.3857 -2.2839 -2.8349 0.438
C 3.5488 -3.2079 -2.9875 -1.754
C 2.2298 -1.5345 -1.6179 0.543
S 3.4362 -1.3491 -0.4720 -0.386
C -0.3448 -0.5539 -4.8062 2.372
C -1.2683 -1.6766 -5.2958 -1.692
C 0.6136 -0.1432 -5.9332 -1.817
C -1.1684 0.6682 -4.4068 -1.790
N 0.5816 -1.1735 1.2625 0.872
N -0.6652 -1.7240 1.2759 -0.650
C -1.0308 -2.5071 2.2548 0.135
C -0.1687 -2.7989 3.3304 -0.566
C 1.0664 -2.2625 3.3664 0.334
C 2.0070 -2.5570 4.4909 -1.882
C 1.4550 -1.3910 2.2978 0.822
S 3.0096 -0.6782 2.4957 -0.519
C -2.4187 -3.1187 2.2648 2.198
C -3.1958 -2.5040 3.4379 -1.733
C -3.1344 -2.8160 0.9699 -1.591
C -2.3137 -4.6388 2.4451 -1.749
C -0.1735 2.0446 -0.4687 1.636
S 1.4735 2.5629 -0.6178 -0.931
C -4.0093 0.6472 -1.4766 2.340
C -3.8961 -0.6855 -2.2196 -1.071
C -4.5238 1.6772 -2.4955 -1.620
C -5.0219 0.5585 -0.3253 -1.703
H -1.8506 5.0411 -0.5086 0.453
H -0.2588 4.7745 -1.2424 0.383
H -0.4304 4.6921 0.5001 0.280
H -3.3145 3.1885 -0.7756 0.423
H 1.5925 -2.5372 -4.7789 0.400
H 3.5279 -3.6971 -3.9593 0.405
H 3.5401 -3.9654 -2.2022 0.334
H 4.4847 -2.6588 -2.8785 0.387
H -0.7036 -2.5530 -5.6190 0.362
H -1.8561 -1.3293 -6.1468 0.458
H -1.9572 -1.9889 -4.5086 0.310
H 1.2076 -0.9829 -6.2963 0.356
H 1.2966 0.6394 -5.5979 0.387
H 0.0412 0.2437 -6.7775 0.461
H -1.8212 0.4475 -3.5677 -0.130
H -1.7772 0.9875 -5.2544 0.549
H -0.5213 1.4973 -4.1136 0.384
H -0.5005 -3.4502 4.1276 0.384
H 1.5621 -3.2840 5.1674 0.415
H 2.2403 -1.6485 5.0473 0.347
H 2.9503 -2.9538 4.1146 0.422
H -3.2628 -1.4190 3.3349 0.355
H -2.7282 -2.7274 4.3987 0.363
H -4.2085 -2.9090 3.4593 0.469
H -3.1634 -1.7448 0.8110 -0.195
H -4.1526 -3.2075 1.0039 0.479
H -2.6135 -3.2616 0.1211 0.424
H -1.8624 -4.9210 3.3971 0.339
H -1.7303 -5.0892 1.6402 0.381
H -3.3143 -5.0721 2.4196 0.458
H -3.1817 -0.6161 -3.0376 0.131
H -4.8700 -0.9354 -2.6444 0.549
H -3.5817 -1.4959 -1.5852 -0.073
H -3.8210 1.8094 -3.3199 0.228
H -4.7226 2.6530 -2.0518 0.421
H -5.4657 1.3177 -2.9112 0.479
H -4.7179 -0.1692 0.4260 0.185
H -5.9962 0.2587 -0.7148 0.494
H -5.1443 1.5252 0.1685 0.363
C 5.1752 2.3663 -0.0434 -1.230
C 4.7720 2.7620 1.3418 0.796
C 5.6388 3.4657 2.1999 -1.033
C 5.2531 3.7445 3.4785 -0.814
C 3.9760 3.3569 3.9438 0.678
C 3.4903 3.5838 5.2574 -0.135
Br 4.5646 4.4687 6.5307 -0.184
C 2.2464 3.1617 5.6199 -0.404
C 1.4133 2.5196 4.6844 0.042
Br -0.2934 1.9394 5.2186 -0.145
C 1.8065 2.3105 3.3876 -0.082
O 1.0109 1.7293 2.4711 -0.292
C 3.1370 2.7000 3.0273 0.266
N 3.5715 2.3948 1.7524 0.648
H 6.1253 2.8157 -0.3218 0.442
H 4.4140 2.6728 -0.7623 0.225
H 5.2730 1.2802 -0.1119 0.195
H 6.6129 3.7606 1.8372 0.464
H 5.9207 4.2656 4.1510 0.363
H 1.8827 3.3224 6.6246 0.460
```

Results
net charge: +1
E: -9112.3069 Eh
multiplicity: 1
max |F|: 1.7 eV/Å
energy relative to the best compared isomer or geometry (same formula, charge and spin): 52.9 kcal/mol
HOMO level (alpha / beta): -9.9 / -9.9 eV

(3)
Computed, not measured: a structure of composition C24H20CaF6N3O8PS3, with ωB97M-V/def2-TZVPD.

```
66
Properties=species:S:1:pos:R:3:mulliken_charge:R:1
Ca -0.0036 0.3157 1.3889 1.479
F 4.5146 -0.0204 3.4615 -0.229
C 3.3949 0.0001 4.2130 0.455
F 3.7168 0.6757 5.3285 -0.236
F 3.1705 -1.2637 4.5853 -0.224
S 1.9546 0.7163 3.2002 1.311
O 1.8711 -0.2807 2.1776 -0.638
O 2.4492 1.9922 2.7813 -0.670
N 0.8964 0.7624 4.3303 -0.434
S -0.2743 1.7629 3.9517 1.284
O -0.3989 2.0245 2.5496 -0.744
O -0.1443 2.9482 4.7555 -0.804
C -1.8656 1.1462 4.8066 0.534
F -1.4131 0.7293 6.0001 -0.274
F -2.5867 2.2613 5.0576 -0.249
F -2.7602 0.2619 4.4007 -0.157
C 4.6484 1.1369 -5.1224 -0.419
C 4.2532 2.1556 -4.2667 -0.599
C 3.5687 1.8549 -3.1064 -0.207
C 3.2460 0.5396 -2.7707 -0.096
C 3.6645 -0.4740 -3.6285 0.015
C 4.3559 -0.1752 -4.7909 -0.760
P 2.2842 0.3440 -1.2068 -0.154
C 2.1507 -1.4903 -1.1832 0.646
C 3.1179 -2.1743 -0.4520 -0.528
C 3.0876 -3.5535 -0.3628 -0.622
C 2.1062 -4.2672 -1.0310 -0.493
C 1.1427 -3.5938 -1.7640 -0.618
C 1.1522 -2.2102 -1.8288 -0.048
C 0.6345 0.8664 -1.8096 0.616
C 0.3568 0.9929 -3.1695 0.079
C -0.8692 1.4769 -3.5765 -0.639
C -1.7966 1.8395 -2.6123 -0.799
C -1.5051 1.6785 -1.2657 -0.020
C -0.2783 1.1871 -0.7852 -0.933
H 5.1787 1.3681 -6.0395 0.350
H 4.4822 3.1848 -4.5137 0.368
H 3.2470 2.6454 -2.4417 0.373
H 3.4288 -1.5026 -3.3960 0.350
H 4.6665 -0.9740 -5.4551 0.376
H 3.8896 -1.6124 0.0583 0.367
H 3.8260 -4.0793 0.2283 0.362
H 2.0913 -5.3488 -0.9649 0.324
H 0.3741 -4.1440 -2.2907 0.366
H 0.3734 -1.6914 -2.3686 0.363
H 1.0904 0.7085 -3.9158 0.318
H -1.0950 1.5774 -4.6328 0.354
H -2.7513 2.2552 -2.9201 0.354
H -2.2582 1.9835 -0.5464 0.075
O -1.4434 -2.6036 3.6006 -0.780
C -1.2938 -1.6995 2.7826 0.693
O -0.8995 -0.5075 3.0317 -0.426
C -1.5750 -1.8380 1.2780 0.485
O -2.6998 -2.1884 0.8628 -0.940
O -0.6281 -1.4574 0.5358 -0.665
C -7.4211 0.6307 0.7504 -0.949
N -6.1794 1.3677 0.7578 -0.246
C -4.9360 0.7942 0.9413 0.546
N -4.7327 -0.4506 0.5176 -0.146
S -3.7675 1.7474 1.6325 -0.517
H -8.2353 1.3457 0.6420 0.353
H -7.5789 0.0606 1.6745 0.292
H -7.4566 -0.0565 -0.0974 0.259
H -6.2179 2.2675 1.2169 0.263
H -5.4855 -1.0024 0.1453 0.184
H -3.8363 -0.9478 0.6688 0.069
```

Results
net charge: -2
E: -4505.5871 Eh
multiplicity: 1
max |F|: 5.5 eV/Å
energy relative to the best compared isomer or geometry (same formula, charge and spin): 76.7 kcal/mol
HOMO level: -2.2 eV

What is the formula in the first record?
C6H10O2